This record from the Open Molecules 2025 dataset describes C30H33As2N9O3SV as an isolated structure in a non-equilibrium geometry. The level of theory is the ωB97M-V functional and the def2-TZVPD basis.

Output
Multiplicity: 4
Maximum force: 1.5 eV Å⁻¹
⟨S²⟩: 3.77
Orbital gap (alpha / beta): 6.699 / 6.488 eV
Highest occupied orbital energy (alpha / beta): -0.2610 / -0.2673 Ha
LUMO energy (alpha / beta): -0.40 / -0.79 eV

Each line ends with the Mulliken spin population.
Element x y z (Å)
1 V -0.1979 -0.5547 -0.2929  2.71
2 N -2.9813 2.4355 -2.5897  0.00
3 C -2.7835 1.3122 -1.8315  0.01
4 S -3.3665 1.2838 -0.2252  0.01
5 N -2.2061 0.3290 -2.5290  0.01
6 N -1.6511 -0.6673 -1.7516  -0.03
7 C -1.8723 -1.8573 -2.1710  0.03
8 C -1.1341 -2.9860 -1.5615  0.06
9 C -1.3994 -4.3006 -1.8939  0.00
10 C -0.6516 -5.3105 -1.3131  0.01
11 C 0.3631 -4.9782 -0.4324  0.00
12 C 0.5694 -3.6449 -0.1481  0.05
13 N -0.1736 -2.6603 -0.6779  -0.07
14 H -3.7304 3.0347 -2.2877  0.00
15 H -2.8519 2.3205 -3.5826  0.00
16 H -2.5677 -2.0069 -2.9894  0.00
17 H -2.1930 -4.5194 -2.6000  0.00
18 H -0.8551 -6.3485 -1.5527  0.00
19 H 0.9877 -5.7329 0.0277  0.00
20 H 1.3629 -3.3363 0.5182  0.00
21 N 2.7563 -1.0482 2.8182  0.00
22 C 2.5872 -0.6089 1.5733  0.02
23 N 1.3152 -0.7638 1.2500  -0.02
24 C 0.7638 -1.3197 2.3729  0.02
25 N 1.5997 -1.5113 3.3536  0.00
26 C -0.6745 -1.6586 2.3579  0.06
27 C -1.2726 -2.4247 3.3352  -0.01
28 N -2.5671 -2.7408 3.3072  0.05
29 C -3.2432 -2.2625 2.2702  -0.01
30 C -2.6609 -1.5000 1.2697  0.08
31 N -1.3532 -1.1878 1.2956  -0.09
32 H 3.6007 -1.0603 3.3648  0.00
33 H 3.3547 -0.1954 0.9321  0.00
34 H -0.6753 -2.7913 4.1631  0.00
35 H -4.3029 -2.4870 2.2179  0.00
36 H -3.2346 -1.1010 0.4482  0.01
37 C -2.7647 1.2930 3.5559  0.00
38 As -0.9298 1.7010 3.0290  0.02
39 C -0.3130 2.5081 4.6833  0.00
40 C -1.2726 3.3394 2.0285  0.00
41 C -2.0463 4.3529 2.5918  0.00
42 C -2.3173 5.5210 1.8906  0.00
43 C -1.8118 5.6735 0.6066  0.00
44 C -1.0509 4.6606 0.0339  -0.01
45 C -0.7769 3.4868 0.7357  0.02
46 As 0.3132 2.0774 -0.0954  0.05
47 C 0.7013 2.8728 -1.8177  0.01
48 C 1.9621 2.5805 0.8249  0.00
49 H -3.3847 1.2885 2.6590  0.00
50 H -3.1486 2.0287 4.2617  0.00
51 H -2.7978 0.3048 4.0122  0.00
52 H -0.2019 1.7296 5.4370  0.00
53 H -1.0188 3.2592 5.0403  0.00
54 H 0.6561 2.9765 4.5161  0.00
55 H -2.4507 4.2316 3.5907  0.00
56 H -2.9201 6.3004 2.3421  0.00
57 H -2.0152 6.5773 0.0431  0.00
58 H -0.6880 4.7913 -0.9722  0.00
59 H -0.2275 3.0849 -2.3415  0.00
60 H 1.2683 2.1388 -2.3833  0.00
61 H 1.2932 3.7752 -1.6945  0.00
62 H 2.8133 2.1516 0.2957  0.00
63 H 1.9401 2.2279 1.8553  0.00
64 H 2.0215 3.6639 0.8186  0.00
65 O 5.2179 -0.7792 -2.5108  0.00
66 C 4.3290 -1.5138 -3.2016  0.00
67 C 4.8309 -2.4243 -4.1319  0.00
68 C 3.9660 -3.2050 -4.8727  0.00
69 C 2.5821 -3.0971 -4.7070  0.00
70 C 2.0882 -2.1969 -3.7792  0.00
71 C 2.9409 -1.3977 -3.0118  0.00
72 C 2.3834 -0.4689 -1.9792  0.02
73 O 3.1689 0.2076 -1.2773  0.00
74 O 1.1125 -0.4628 -1.8451  -0.03
75 H 4.6783 -0.2139 -1.9056  0.00
76 H 5.9055 -2.4991 -4.2528  0.00
77 H 4.3717 -3.9086 -5.5922  0.00
78 H 1.9088 -3.7066 -5.2972  0.00
79 H 1.0227 -2.0808 -3.6286  0.01